# 1
13
Properties=species:S:1:pos:R:3 method="wB97M-V/def2-TZVPD" total_energy_ev=-6787.29051 orbital_gap_ev=11.976 de_lowest_kj_mol=117.91 smiles=N#CCC1CC1 mol_weight_da=81.12 fmax_ev_per_a=1.08
N -0.4128 2.4233 1.8140
C -0.6474 1.8219 0.8547
C -0.8631 0.9381 -0.2950
C -0.3570 -0.4354 0.0901
C 1.0845 -0.6344 0.4414
C 0.4732 -1.2476 -0.8415
H -0.3211 1.3296 -1.1644
H -1.9262 0.9173 -0.5574
H -1.0431 -1.0115 0.7030
H 1.2791 -1.1846 1.3670
H 1.8067 0.1811 0.3482
H 0.6874 -0.7904 -1.8125
H 0.2399 -2.3073 -0.9477

# 2
77
Properties=species:S:1:pos:R:3 method="wB97M-V/def2-TZVPD" total_charge=+1 total_energy_ev=-350414.19884 orbital_gap_ev="6.327 / 4.850" s2=6.0398 mol_weight_da=1329.76 spin_multiplicity=5 fmax_ev_per_a=1.31
Ru -1.0115 1.1624 -0.3308
Se -1.6510 3.3220 0.3678
Te -3.6559 3.3028 1.8462
Te -5.0949 1.6124 0.3342
Se -3.2165 0.1735 -0.4169
C -0.4188 -1.8834 2.0849
C -0.6020 -2.3197 0.6343
As -0.0980 -1.0998 -0.8240
C -0.7164 -2.3381 -2.2091
C 0.1797 -3.1438 -2.9030
C -0.2876 -4.1344 -3.7553
C -1.6489 -4.3253 -3.9283
C -2.5490 -3.5190 -3.2465
C -2.0826 -2.5371 -2.3880
C 1.8184 -1.2861 -1.0194
C 2.3905 -0.7404 -2.1644
C 3.7565 -0.8166 -2.3673
C 4.5626 -1.4447 -1.4277
C 3.9946 -2.0111 -0.2971
C 2.6246 -1.9310 -0.0898
As -1.4452 -0.2909 2.7014
C -0.0888 1.1256 2.6993
C 1.2080 0.9971 2.2181
C 2.1538 1.9835 2.4779
C 1.8094 3.1106 3.2010
C 0.5189 3.2462 3.7043
C -0.4118 2.2562 3.4608
C -1.0484 -0.7846 4.5814
C 0.2530 -0.7174 5.0701
C 0.5770 -1.3106 6.2805
C -0.3975 -1.9711 7.0150
C -1.7018 -2.0124 6.5488
C -2.0278 -1.4224 5.3355
H 0.6274 -1.7191 2.3497
H -0.7835 -2.6914 2.7219
H -1.6649 -2.5055 0.4555
H -0.0725 -3.2593 0.4540
H 1.2457 -3.0025 -2.7810
H 0.4187 -4.7629 -4.2810
H -2.0113 -5.1013 -4.5887
H -3.6139 -3.6575 -3.3763
H -2.7956 -1.9244 -1.8529
H 1.7488 -0.2601 -2.8934
H 4.1937 -0.3822 -3.2566
H 5.6334 -1.4916 -1.5749
H 4.6193 -2.5172 0.4268
H 2.1903 -2.3816 0.7954
H 1.5063 0.1161 1.6615
H 3.1638 1.8612 2.1173
H 2.5496 3.8756 3.3948
H 0.2498 4.1086 4.3001
H -1.4029 2.3227 3.9001
H 1.0270 -0.2137 4.5038
H 1.5964 -1.2716 6.6417
H -0.1399 -2.4520 7.9490
H -2.4639 -2.5196 7.1258
H -3.0447 -1.4693 4.9617
C -0.5715 3.5605 -4.5359
Sb -1.2015 2.0766 -3.1104
C -1.6491 0.4499 -4.4541
C -3.2227 2.8263 -2.9710
H -1.4269 3.7859 -5.1696
H 0.2396 3.1704 -5.1435
H -0.2431 4.4553 -4.0130
H -2.1939 0.8562 -5.3044
H -2.2509 -0.3015 -3.9481
H -0.7207 -0.0030 -4.7991
H -3.4991 3.2706 -3.9264
H -3.2714 3.5913 -2.1966
H -3.9163 2.0214 -2.7382
Cl 3.9583 2.2284 -0.6803
C 2.7592 3.1400 -1.5796
Cl 3.1896 4.8396 -1.5973
Cl 2.6933 2.5449 -3.2664
C 1.2991 2.9248 -1.0651
O 0.5174 3.8586 -1.2114
O 1.0411 1.7498 -0.6377

# 3
16
Properties=species:S:1:pos:R:3 method="wB97M-V/def2-TZVPD" total_energy_ev=-21253.91257 orbital_gap_ev=9.057 de_lowest_kj_mol=174.21 smiles="COC(=S)[C@@H](O)CO" mol_weight_da=136.17 fmax_ev_per_a=2.25
C 1.4869 0.3620 1.5508
O 1.5720 -0.6669 0.5483
C 0.6064 -1.0383 -0.2793
S 0.9366 -2.0943 -1.4947
C -0.7944 -0.4387 -0.1461
O -1.1851 -0.1303 1.1600
C -0.8949 0.8348 -0.9985
O -0.9876 0.5860 -2.3692
H 2.5212 0.5053 1.7065
H 0.9215 -0.0341 2.3853
H 0.9614 1.2420 1.1271
H -1.4985 -1.1100 -0.6915
H -1.4480 -0.9341 1.5979
H -0.1191 1.5288 -0.8128
H -1.8679 1.3241 -0.6817
H -0.2106 0.0638 -2.6022

# 4
15
Properties=species:S:1:pos:R:3 method="wB97M-V/def2-TZVPD" total_energy_ev=-9403.88954 orbital_gap_ev=8.389 de_lowest_kj_mol=573.38 mol_weight_da=100.12 fmax_ev_per_a=0.37
C -1.4608 1.2480 -0.3234
C -0.3131 0.2984 -0.2455
C 0.2249 -0.5658 1.3991
O 1.5204 -0.7707 1.4391
C 1.0449 0.4036 -0.1868
C 0.4945 -0.6028 -1.1249
O 0.6826 -1.9581 -0.8924
H -1.3197 2.0800 0.3757
H -1.4868 1.6673 -1.3372
H -2.4310 0.7821 -0.1288
H -0.4245 -1.4410 1.2257
H -0.2418 0.1617 2.0868
H 1.8911 1.0503 0.0009
H 0.5585 -0.3557 -2.1878
H 1.2609 -1.9972 -0.1005

# 5
60
Properties=species:S:1:pos:R:3 method="wB97M-V/def2-TZVPD" total_energy_ev=-32484.78633 orbital_gap_ev=9.480 de_lowest_kj_mol=10.68 smiles="O=C(CCCCC(=O)NCCCc1ccccc1)NCCCc1ccccc1" mol_weight_da=380.53 fmax_ev_per_a=0.86
O -3.2689 -4.3393 0.3970
C -2.3998 -3.6423 -0.0887
C -0.9249 -4.0215 -0.0984
C -0.1823 -3.2823 1.0216
C 1.3107 -3.1016 0.7385
C 1.5808 -2.1593 -0.4438
C 0.8178 -0.8572 -0.2796
O -0.2108 -0.6103 -0.8862
N 1.3474 -0.0311 0.6407
C 0.8385 1.2967 0.9059
C 1.4218 2.3573 -0.0322
C 2.8999 2.6649 0.2392
C 3.7841 1.4725 0.0069
C 3.9728 0.9769 -1.2782
C 4.7475 -0.1481 -1.4954
C 5.3514 -0.7945 -0.4290
C 5.1822 -0.3030 0.8540
C 4.4036 0.8223 1.0686
N -2.6428 -2.4503 -0.6650
C -3.9716 -1.8806 -0.7228
C -3.9143 -0.3618 -0.8243
C -3.2503 0.2793 0.3988
C -3.1099 1.7622 0.2109
C -2.1833 2.2564 -0.7015
C -2.0495 3.6180 -0.9021
C -2.8419 4.5065 -0.1942
C -3.7685 4.0241 0.7133
C -3.9017 2.6604 0.9123
H -0.8370 -5.0991 0.0387
H -0.5104 -3.7566 -1.0703
H -0.3074 -3.8342 1.9546
H -0.6315 -2.2975 1.1679
H 1.7668 -4.0714 0.5301
H 1.7870 -2.6939 1.6334
H 2.6507 -1.9525 -0.5137
H 1.2614 -2.6225 -1.3774
H 2.2527 -0.2569 1.0225
H -0.2450 1.2676 0.7699
H 1.0576 1.5473 1.9466
H 0.8392 3.2720 0.0895
H 1.2969 2.0122 -1.0596
H 3.0106 3.0129 1.2685
H 3.2092 3.4759 -0.4249
H 3.5093 1.4784 -2.1153
H 4.8827 -0.5221 -2.4995
H 5.9555 -1.6735 -0.5979
H 5.6570 -0.7960 1.6898
H 4.2781 1.2026 2.0735
H -1.8776 -1.8845 -1.0113
H -4.5072 -2.2856 -1.5920
H -4.5104 -2.1997 0.1752
H -4.9287 0.0260 -0.9350
H -3.3501 -0.0880 -1.7180
H -2.2597 -0.1621 0.5235
H -3.8401 0.0622 1.2913
H -1.5632 1.5628 -1.2507
H -1.3271 3.9893 -1.6153
H -2.7384 5.5705 -0.3504
H -4.3911 4.7118 1.2674
H -4.6280 2.2903 1.6223

# 6
90
Properties=species:S:1:pos:R:3 method="wB97M-V/def2-TZVPD" total_charge=+2 total_energy_ev=-63137.78681 orbital_gap_ev="6.207 / 4.844" de_lowest_kj_mol=0.00 s2=8.7997 mol_weight_da=843.75 spin_multiplicity=6 fmax_ev_per_a=1.24
Ir -0.7705 -0.1889 0.4852
C 5.1563 1.0136 2.2221
C 4.2856 0.2321 1.2561
C 4.5846 -1.2499 1.3705
O 2.8918 0.4317 1.6921
B 2.3040 1.1978 0.7492
O 3.0091 1.4849 -0.3559
C 4.2998 0.7925 -0.2324
C 5.3832 1.8134 -0.5151
C 4.3051 -0.2849 -1.3027
H 5.0215 0.6137 3.2267
H 4.8932 2.0713 2.2386
H 6.2091 0.9236 1.9584
H 4.5081 -1.5502 2.4159
H 5.5988 -1.4662 1.0351
H 3.8903 -1.8508 0.7864
H 5.3433 2.6546 0.1734
H 5.2521 2.1963 -1.5265
H 6.3705 1.3553 -0.4515
H 3.4650 -0.9724 -1.1810
H 5.2311 -0.8577 -1.2829
H 4.2171 0.1896 -2.2794
O 0.9776 1.6374 0.9532
C 0.2835 2.2661 -0.0532
O -0.6263 1.4371 -0.6139
C 0.3686 3.6303 -0.3061
C -0.4548 4.2167 -1.3025
C -0.3794 5.5672 -1.5522
C 0.5093 6.3375 -0.8170
C 1.3337 5.7992 0.1621
C 1.2701 4.4511 0.4201
N 0.5833 7.7898 -1.0829
O -0.1691 8.2319 -1.9226
O 1.2718 8.4484 -0.3334
H -1.1332 3.5934 -1.8682
H -0.9895 6.0401 -2.3079
H 2.0091 6.4494 0.6989
H 1.9118 4.0174 1.1753
C 0.2821 0.1701 4.9370
N -0.5065 1.2589 4.3450
C -0.6850 2.4736 5.1549
C -1.0461 1.1463 3.1654
C -1.8079 2.2928 2.5821
O -0.9313 0.0192 2.5327
H 1.1435 0.6050 5.4374
H 0.6193 -0.5059 4.1610
H -0.3197 -0.3733 5.6644
H -0.2558 2.2916 6.1346
H -1.7403 2.7069 5.2774
H -0.1726 3.3202 4.7003
H -1.2507 3.2252 2.6635
H -2.7497 2.4195 3.1207
H -2.0383 2.1121 1.5341
C -5.1214 -1.3132 -0.1293
C -3.7753 -1.3514 0.4964
C -3.6131 -2.0452 1.8015
O -2.8279 -0.8130 -0.0980
H -5.6509 -2.2533 0.0211
H -5.0592 -1.0584 -1.1836
H -5.6986 -0.5378 0.3859
H -4.4099 -1.7497 2.4860
H -2.6409 -1.8636 2.2525
H -3.7398 -3.1177 1.6275
C -0.5869 -2.5632 -2.1073
C 0.1484 -2.8158 -0.8404
N 0.2370 -1.9807 0.2060
C 1.0559 -2.5773 1.1570
C 1.4481 -3.7732 0.6744
N 0.8732 -3.9004 -0.5751
C 1.1384 -5.0373 -1.4907
N 1.2312 -6.2362 -0.7625
N 2.4715 -6.6866 -0.3792
N 2.3246 -7.7255 0.3410
C 0.9772 -8.0042 0.4639
C 0.3242 -9.0470 1.1408
C -1.0492 -9.0620 1.0755
C -1.7645 -8.0864 0.3662
C -1.1315 -7.0479 -0.3087
C 0.2556 -7.0419 -0.2381
H -1.0487 -1.5770 -2.0854
H -1.3745 -3.3011 -2.2641
H 0.0870 -2.5964 -2.9633
H 1.3087 -2.0871 2.0808
H 2.0903 -4.5359 1.0832
H 2.0946 -4.8776 -1.9859
H 0.3407 -5.0846 -2.2293
H 0.8813 -9.8006 1.6770
H -1.5916 -9.8517 1.5760
H -2.8440 -8.1511 0.3325
H -1.6918 -6.3129 -0.8725